Computed, not measured: C16H22AsFeN4O3S as an isolated structure at a distorted geometry, with ωB97M-V/def2-TZVPD.

```
48
Properties=species:S:1:pos:R:3:forces:R:3:lowdin_charge:R:1
Fe 2.402879 -1.202517 0.210333 -0.223 -0.515 0.760 1.0044
N 1.598002 -0.253489 4.120203 0.207 0.567 -0.223 0.2051
C 0.813080 0.868359 3.820273 0.303 0.683 -1.314 -0.1449
C 0.029049 1.710119 4.590489 -0.854 1.238 0.351 0.0126
C -0.628431 2.795714 3.935584 0.381 -1.669 -0.675 -0.0399
C -0.531020 2.922026 2.531000 0.565 0.330 0.742 -0.0678
C 0.345284 2.131657 1.769062 -1.188 0.369 0.997 -0.0281
C 1.025039 1.119154 2.406796 -0.568 -1.607 1.497 -0.1844
N 1.835597 0.072576 1.920833 0.920 0.643 -0.145 0.0779
C 2.256925 -0.586525 2.996780 -0.730 -0.256 -0.806 -0.2806
C 3.248640 -1.627567 2.858486 1.359 -1.694 0.805 -0.3020
C 3.587687 -2.574886 3.817469 -0.731 0.589 -1.360 -0.2653
S 4.544325 -3.799590 3.080863 0.307 0.314 1.007 1.1596
C 4.634274 -2.910365 1.669552 -0.844 1.468 0.247 -0.4188
N 3.920763 -1.796381 1.637057 -1.103 -0.276 0.935 -0.0425
H 1.633790 -0.783155 4.982231 0.049 0.425 -0.047 0.1811
H -0.104848 1.603879 5.680402 0.196 -0.146 -0.717 0.1292
H -1.317212 3.462821 4.450729 0.395 -0.237 0.172 0.1156
H -1.101758 3.742267 2.086181 0.315 -0.387 -0.116 0.1117
H 0.380008 2.293090 0.725661 0.351 0.081 -0.994 0.0816
H 3.210075 -2.612536 4.831658 0.153 -0.312 -0.160 0.0942
H 5.304468 -3.108837 0.887732 0.576 -0.750 -1.020 0.0901
O 0.987183 -2.760366 1.004258 0.306 -1.384 -1.602 -0.0581
N 1.386295 -3.573557 0.092563 1.791 -2.242 -0.896 -0.4168
O 1.211055 -4.808223 0.005471 -0.016 4.865 0.666 0.1304
O 2.259904 -2.979514 -0.815103 -1.839 -0.110 1.868 -0.1691
C -2.169493 -0.844290 -4.922550 0.990 -0.481 0.132 -0.1392
C -3.058575 -0.526698 -3.739961 -0.568 -0.983 0.690 -0.3383
As -2.180265 0.183776 -2.041366 0.521 1.112 -2.014 1.4680
C -0.343264 0.748886 -2.506140 0.420 -0.304 0.393 -0.3892
C 0.674206 -0.388551 -2.480577 0.338 -1.501 0.330 -0.1822
C -2.830211 1.969318 -1.625103 -0.367 1.219 0.326 -0.4227
C -4.095532 2.451348 -2.347967 -0.105 -0.716 -0.520 -0.1398
H -2.682340 -1.261010 -5.809854 -0.273 -0.073 0.839 0.1085
H -1.313142 -1.516307 -4.680011 -0.710 0.409 -0.162 0.0865
H -1.789142 0.079064 -5.281771 0.770 0.844 -0.435 0.0567
H -3.574931 -1.441565 -3.394523 -0.173 0.698 -0.168 0.0797
H -3.743553 0.300966 -3.964513 -0.132 -0.388 0.201 0.0645
H -0.073810 1.488062 -1.721633 -0.275 -0.296 -0.621 0.0644
H -0.421047 1.249163 -3.489261 -0.081 -0.092 0.459 0.0989
H 0.751091 -1.078880 -3.368384 -0.047 1.211 0.571 0.1028
H 0.357673 -1.110637 -1.701739 0.265 0.245 -0.028 0.0365
H 1.692641 -0.041502 -2.190016 -0.548 -0.040 -0.561 0.0705
H -2.019220 2.689706 -1.792054 0.247 -0.501 -0.462 0.0790
H -2.901526 2.039002 -0.553371 -0.495 -0.273 0.674 0.0606
H -3.853475 2.528048 -3.420599 -0.299 0.006 0.286 0.0765
H -4.471639 3.446443 -2.042061 0.412 -0.645 0.200 0.0999
H -4.885497 1.691506 -2.223111 0.032 0.563 -0.103 0.0833
```
Positions in Å, forces in eV/Å.

Values from the calculation:
E_LUMO (spin up / spin down): -5.74 / -9.37 eV
ΔE to the lowest compared entry with this formula, charge and spin: 0.0000 eV
DFT total energy: -135092.8779 eV
gap between HOMO and LUMO (spin up / spin down): 0.308 / 0.174 hartree
multiplicity: 6
HOMO (spin up / spin down): -14.106 / -14.113 eV
net charge: +2

***

Computed, not measured: a 2-piece molecular cluster, C16H22BrF4N4 overall at a distorted geometry, with ωB97M-V/def2-TZVPD.

```
47
Properties=species:S:1:pos:R:3:forces:R:3:lowdin_charge:R:1
C 4.250366 3.876194 -0.555380 -0.185 0.096 0.399 -0.0761
C 3.237271 3.339867 0.464868 0.280 -0.254 0.071 -0.1402
C 2.405687 2.216490 -0.074833 0.588 0.081 -0.918 -0.2296
N 2.742113 1.577391 -1.199098 -0.763 -0.342 0.711 0.2157
C 1.823152 0.589251 -1.311399 1.300 0.714 -0.439 -0.3367
N 1.905936 -0.288444 -2.316671 -0.564 -0.224 0.266 0.2133
N 0.945303 0.620139 -0.304639 -0.308 -0.360 -0.701 0.0488
C -0.121302 -0.349936 -0.075678 -0.298 0.106 0.272 -0.0551
C -1.549046 0.218287 -0.199616 0.102 -0.344 -0.230 -0.0077
C -2.417838 0.068280 1.041454 -0.124 0.249 -0.254 -0.6357
F -1.699012 -0.064745 2.164083 0.145 -0.062 0.327 0.1299
F -3.223836 -0.990079 0.961461 -0.076 -0.248 0.007 0.1502
F -3.197816 1.143851 1.193187 -0.172 0.125 0.072 0.1437
N 1.310160 1.693202 0.476532 -0.206 0.202 0.481 0.0428
C 0.625447 2.109864 1.700783 0.261 0.400 0.538 -0.1591
C -0.029970 3.491255 1.614038 -0.666 -0.017 -0.150 -0.7095
C -1.108492 3.634083 0.554920 -0.006 -0.231 -0.199 -0.1337
Br -0.826250 3.802636 3.377940 0.198 -0.033 -0.191 0.7662
H 3.751954 4.558477 -1.239492 0.105 -0.061 -0.190 0.0839
H 5.013798 4.427833 -0.010736 -0.019 0.114 -0.052 0.0832
H 4.743584 3.081242 -1.102438 -0.066 -0.061 -0.085 0.0709
H 3.780035 2.936039 1.326820 -0.079 -0.044 0.042 0.1360
H 2.636253 4.159317 0.846800 -0.189 -0.041 0.029 0.1047
H 1.155250 -0.891952 -2.593765 0.008 -0.113 0.053 0.1145
H 2.756062 -0.307293 -2.848245 0.069 0.175 -0.124 0.1285
H 0.053865 -0.866221 0.866766 -0.052 0.116 0.086 0.1419
H 0.014271 -1.108412 -0.838198 0.178 -0.053 0.005 0.1112
H -1.551861 1.261082 -0.498907 0.146 0.072 0.118 0.1065
H -2.066275 -0.313832 -0.997340 -0.066 0.005 0.028 0.1389
H 1.378698 2.154078 2.489385 0.023 -0.123 -0.020 0.1297
H -0.097780 1.362818 2.017033 0.043 -0.047 -0.259 0.1017
H 0.694706 4.285404 1.487148 0.212 -0.057 0.114 0.0688
H -1.439756 4.665292 0.471416 -0.024 0.044 0.095 0.0890
H -0.738286 3.338277 -0.433398 0.173 0.086 0.035 0.0809
H -1.971517 3.009153 0.777763 0.005 0.132 0.104 0.0540
F 0.149706 -3.568338 -0.085052 0.106 0.034 -0.077 0.0261
C -0.892948 -4.403717 -0.352167 -0.216 -0.140 -0.022 -0.2812
C -2.156967 -3.984383 -0.003631 -0.063 0.160 0.047 -0.0240
C -3.236644 -4.814303 -0.268776 0.086 -0.125 -0.084 -0.0681
C -3.027738 -6.048329 -0.869837 -0.002 -0.015 -0.014 -0.0799
C -1.741314 -6.449778 -1.209539 -0.117 0.104 0.062 -0.0689
C -0.657392 -5.621434 -0.953289 0.237 -0.004 -0.038 -0.0152
H -2.289165 -3.024720 0.473133 -0.024 -0.020 0.049 0.0909
H -4.236865 -4.498831 -0.005259 0.004 0.010 0.024 0.1108
H -3.867639 -6.698372 -1.072751 0.006 -0.007 -0.001 0.1076
H -1.579664 -7.412739 -1.673605 0.018 -0.002 -0.011 0.1108
H 0.351759 -5.913944 -1.211792 -0.006 0.003 0.026 0.1197
```
Positions in Å, forces in eV/Å.

Values from the calculation:
E_LUMO: -2.53 eV
DFT total energy: -103816.6250 eV
gap between HOMO and LUMO: 0.335 hartree
HOMO: -11.654 eV
net charge: +1

***

Computed, not measured: C16H22Cl2GaN3OS4Sb as an isolated structure, with ωB97M-V/def2-TZVPD.

```
50
Properties=species:S:1:pos:R:3:forces:R:3:lowdin_charge:R:1
Ga -0.108759 -4.481513 1.916371 0.141 0.287 -0.008 -0.6874
S 3.206366 -2.058009 2.939989 0.003 0.078 -0.002 -0.2132
Sb 2.734516 -4.270474 2.948457 -0.070 -0.228 0.051 -0.0720
S 1.755087 -4.837462 0.754462 0.114 -0.070 -0.046 0.0701
S 0.543793 -4.671473 4.028055 0.072 -0.057 0.039 0.0574
S 4.186941 -5.851874 3.599082 0.059 0.042 0.002 -0.2525
C 0.680979 3.205942 -1.149151 -0.032 -0.031 -0.015 -0.0428
C 1.577135 2.016357 -1.537283 -0.086 -0.060 0.032 -0.5025
C 1.643443 1.941743 -3.065667 0.008 -0.052 -0.094 -0.0494
C 2.991041 2.338470 -1.032457 0.027 0.001 0.050 -0.0439
C 1.080286 0.640178 -0.941195 0.238 0.031 -0.085 -0.4219
O 2.181258 -0.281982 -0.888327 0.011 0.240 -0.088 -0.0116
C -0.014863 -0.076632 -1.736426 0.030 -0.072 -0.339 -0.1099
C -1.395118 0.557557 -1.912248 -0.116 -0.013 0.058 -0.1207
C -2.258200 0.480894 -0.673152 -0.157 -0.116 -0.040 -0.2324
C -2.650237 -0.756355 -0.161888 -0.226 0.047 -0.181 -0.0414
C -3.431545 -0.848246 0.979419 -0.226 0.110 -0.257 -0.1268
C -3.826688 0.315447 1.619024 -0.094 -0.067 -0.022 -0.6740
Cl -4.775379 0.212087 3.079801 0.055 -0.009 -0.082 0.6490
C -3.457287 1.555471 1.136182 0.032 0.035 -0.035 -0.1043
C -2.675600 1.628223 -0.010326 -0.068 0.039 0.062 -0.0511
C 0.680006 0.816542 0.512884 -0.058 -0.159 0.224 -0.0339
N 0.163390 -0.406957 1.115389 -0.047 0.321 0.323 -0.0549
C 0.537725 -1.673640 0.967808 0.379 0.130 0.201 -0.1925
N -0.196470 -2.424242 1.763372 -0.767 -0.055 -0.067 -0.0234
C -1.023899 -1.550481 2.398672 0.453 0.237 0.291 -0.1808
N -0.834263 -0.304126 2.044675 0.676 -0.459 0.058 0.1514
H 1.001905 4.087221 -1.710654 -0.004 -0.028 0.014 0.0885
H 0.770451 3.452147 -0.090081 0.003 -0.030 0.011 0.0898
H -0.375160 3.044388 -1.368518 0.114 0.016 0.008 0.0560
H 2.115885 2.849733 -3.448719 -0.021 -0.040 0.001 0.0869
H 0.655981 1.861330 -3.525871 0.031 0.001 0.032 0.0821
H 2.248503 1.096229 -3.410531 -0.039 0.046 0.037 0.0893
H 3.294490 3.307459 -1.439683 -0.007 -0.040 0.026 0.0868
H 3.719904 1.590575 -1.342128 -0.049 0.022 -0.001 0.0871
H 3.038440 2.410404 0.055286 -0.025 -0.032 -0.014 0.0864
H 2.404218 -0.561758 -1.782936 -0.012 -0.023 -0.007 0.1076
H -0.145158 -1.047949 -1.257674 -0.041 0.019 -0.162 0.1081
H 0.399725 -0.296760 -2.722689 0.000 0.029 -0.066 0.1175
H -1.892387 0.016312 -2.722461 -0.031 -0.022 0.053 0.1248
H -1.328713 1.591262 -2.249154 0.018 -0.014 -0.018 0.0922
H -2.327007 -1.673442 -0.646105 -0.032 0.027 0.012 0.1267
H -3.703725 -1.813931 1.383461 -0.039 -0.020 -0.045 0.1064
H -3.762869 2.451932 1.659559 0.002 -0.019 -0.024 0.1038
H -2.379031 2.603004 -0.385555 -0.047 -0.039 0.015 0.1055
H -0.131309 1.527978 0.612463 -0.019 0.084 0.002 0.1128
H 1.535346 1.173994 1.083507 0.053 -0.095 0.112 0.1427
H 1.353676 -2.018251 0.354637 -0.102 0.009 0.025 0.0952
H -1.737295 -1.850599 3.150418 0.024 0.003 -0.073 0.1359
Cl -2.069527 -5.016725 1.107906 -0.130 -0.002 0.029 0.0832
```
Positions in Å, forces in eV/Å.

Values from the calculation:
E_LUMO: 1.95 eV
ΔE to the lowest compared entry with this formula, charge and spin: 0.8412 eV
DFT total energy: -150774.3514 eV
gap between HOMO and LUMO: 0.246 hartree
HOMO: -4.754 eV
net charge: -1

***

Computed, not measured: C16H22Cl2O2SSn as an isolated structure at a distorted geometry, with ωB97M-V/def2-TZVPD.

```
44
Properties=species:S:1:pos:R:3:forces:R:3:lowdin_charge:R:1
C 1.881537 -0.164335 -2.777801 -0.106 0.165 0.844 -0.3104
C 0.784268 0.702697 -2.968868 -0.153 0.071 0.195 -0.2949
C -0.394316 -0.068549 -2.898734 -0.046 -0.273 0.130 -0.2897
C 0.814846 2.176262 -3.213157 0.511 0.062 0.330 -0.0905
C -0.027490 -1.394253 -2.626687 0.116 0.056 0.125 -0.2914
C 1.371908 -1.444707 -2.504065 0.073 0.115 -0.087 -0.2955
C 2.182751 -2.630316 -2.093340 -0.544 -0.465 -0.935 -0.0769
C 3.328305 0.193951 -2.839616 0.141 -0.974 -0.982 -0.1373
C -1.789478 0.446084 -3.047335 0.544 0.731 -1.046 -0.0849
C -0.939200 -2.565680 -2.452400 -0.396 0.482 -0.551 -0.0785
Sn 0.822296 0.640774 0.635426 0.587 2.774 1.712 0.4520
Cl -0.939338 1.956686 0.076050 -0.990 1.380 -0.495 0.0660
Cl 3.058386 0.827501 0.276899 1.726 0.198 -0.307 0.0477
O 0.081913 -0.970615 0.288493 -3.996 -5.640 0.767 -0.4654
H 1.847253 2.511740 -3.427228 -0.434 0.026 0.049 0.0580
H 0.436239 2.752004 -2.346540 0.128 -0.072 -0.326 0.0364
H 0.188913 2.419108 -4.062905 -0.199 0.349 -0.375 0.0481
H -2.125707 1.017421 -2.186627 -0.222 0.012 0.175 0.0172
H -2.474868 -0.367811 -3.253267 -0.314 -0.064 0.022 0.0454
H -1.813914 1.143750 -3.927459 -0.257 -0.403 0.537 0.0686
H -1.996696 -2.238320 -2.502385 0.436 -0.296 0.149 0.0603
H -0.772626 -3.088389 -1.514499 -0.031 -0.165 0.252 0.0505
H -0.774306 -3.266042 -3.279526 -0.160 -0.302 0.104 0.0600
H 1.595392 -3.307303 -1.453655 0.222 0.131 -0.060 0.0613
H 3.095296 -2.352585 -1.582916 0.289 0.073 0.242 0.0483
H 2.464280 -3.197548 -3.005388 0.162 -0.178 0.412 0.0633
H 3.481398 1.261368 -2.865929 0.158 0.401 0.110 0.0384
H 3.754066 -0.232850 -3.784185 0.049 0.338 0.475 0.0724
H 3.900922 -0.239893 -2.015409 0.041 0.127 -0.042 0.0098
H -0.798532 -1.293837 0.750950 2.673 1.411 -1.473 0.0965
O 1.579496 0.631490 4.843222 -0.966 -4.424 -3.728 -0.3608
H 1.388577 -0.410947 3.928659 0.675 4.517 3.889 0.1832
S -3.829254 0.451000 2.503853 -0.817 -0.264 -0.698 0.4039
C -2.873088 0.709226 3.868864 0.211 1.600 -0.791 -0.8533
C -2.138326 1.954851 3.979145 -1.703 -1.307 -0.918 -0.1611
C -1.208993 2.050029 4.942100 2.085 3.974 -0.501 -0.1953
C -0.943141 1.085426 5.849935 0.186 -4.052 1.866 -0.1695
C -1.721021 -0.144288 5.851662 -0.614 3.005 -2.864 -0.0742
C -2.707011 -0.275041 4.833387 1.629 -0.773 2.432 -0.1756
H -2.344101 2.735711 3.230684 0.265 -0.509 0.453 0.0883
H -0.555878 3.003923 4.935040 -1.006 -1.579 0.192 0.1281
H -0.107331 1.101550 6.545592 -0.216 0.502 -0.084 0.0680
H -1.498072 -0.923105 6.513932 0.213 -0.984 0.959 0.0583
H -3.285357 -1.196139 4.776028 0.051 0.222 -0.157 0.0751
```
Positions in Å, forces in eV/Å.

Values from the calculation:
E_LUMO (spin up / spin down): 3.96 / 3.29 eV
ΔE to the lowest compared entry with this formula, charge and spin: 6.6730 eV
DFT total energy: -62751.1334 eV
gap between HOMO and LUMO (spin up / spin down): 0.158 / 0.133 hartree
HOMO (spin up / spin down): -0.330 / -0.334 eV
net charge: -2